# C8H12NO3PS

A 2-piece molecular cluster, C8H12NO3PS overall in a non-equilibrium geometry (ωB97M-V/def2-TZVPD, the Open Molecules 2025 dataset).

Values from the calculation:
LUMO (spin up / spin down) = -0.079 / -0.079 Eh
orbital gap (spin up / spin down) = 7.110 / 7.106 eV
relative energy (zero: lowest compared OMol25 entry of this formula, charge and spin) = 30.7 kcal/mol
calculated total energy = -1331.93719 Ha
E_HOMO (spin up / spin down) = -9.26 / -9.25 eV

XYZ file:
```
26
C8H12NO3PS, DFT ωB97M-V/def2-TZVPD
C -1.1997 0.2399 -0.0206
H 3.6120 -1.3845 -0.6374
N 2.9391 -1.9979 -1.1953
H -0.0146 0.7892 0.9651
H -3.7870 -0.8938 1.8784
C -3.7835 0.7565 0.4827
H -3.5958 2.2072 -1.1670
C -3.1566 -0.3436 1.1343
H 2.1500 -1.3798 1.0854
C 1.6503 -1.6734 -0.6334
H 1.2277 0.2486 -1.9136
H -1.2891 -1.3942 1.3595
O 3.2083 0.4283 1.1248
C -3.1170 1.4637 -0.5437
H 3.1191 3.0220 -0.1895
H -1.0486 1.6925 -1.4141
S 1.9185 2.6349 -0.7545
O 1.5975 -2.0254 0.7386
H -4.8738 0.6355 0.4256
C -1.8285 -0.5528 0.9015
H 3.0800 -2.9569 -0.8518
P 1.9699 0.8106 0.3928
O 0.8367 1.0542 1.4977
C 1.3380 -0.2350 -0.8607
C -1.8247 1.2236 -0.7274
H 0.8719 -2.3696 -1.0776
```